Entry 1:
DFT (ωB97M-V/def2-TZVPD) results for an isolated molecule of C4H2O2.

Values from the calculation:
Spin multiplicity: 1
Highest occupied orbital energy: -0.4034 Eh
Energy relative to the best compared isomer or geometry (same formula, charge and spin): 7.8 kcal per mole
LUMO energy: -0.50 eV
Total charge: 0

Geometry (Å):
1 O -2.87 -0.47 0.03
2 C -1.82 -0.86 -0.43
3 C -0.55 -0.22 -0.13
4 C 0.52 0.31 0.08
5 C 1.82 0.86 0.42
6 O 2.48 0.37 1.30
7 H -1.75 -1.73 -1.11
8 H 2.18 1.73 -0.16

Entry 2:
DFT (ωB97M-V/def2-TZVPD) results for a cluster of 2 separate species, CH3PSi in total in a non-equilibrium geometry.

Values from the calculation:
Spin multiplicity: 1
Highest occupied orbital energy: -0.3257 Eh
Energy relative to the best compared isomer or geometry (same formula, charge and spin): 43.0 kcal per mole
LUMO energy: -0.46 eV
Total charge: 0

Geometry (Å):
1 C 0.37 -0.85 -0.54
2 Si -0.38 0.43 0.50
3 P -0.51 0.12 -1.68
4 H 0.73 -1.79 -0.78
5 H -1.14 0.02 1.58
6 H 0.93 2.06 0.93

Entry 3:
DFT (ωB97M-V/def2-TZVPD) results for an isolated molecule of C8H10F2N2 in a non-equilibrium geometry.

Values from the calculation:
Spin multiplicity: 1
Highest occupied orbital energy: -0.3680 Eh
Energy relative to the best compared isomer or geometry (same formula, charge and spin): 106.7 kcal per mole
LUMO energy: 0.01 eV
Total charge: 0

Geometry (Å):
1 C 2.53 2.46 -0.63
2 C 2.15 1.40 -0.18
3 C 1.97 0.07 0.28
4 C -0.94 1.20 -0.23
5 C -1.87 -1.22 -0.68
6 C -0.96 -0.58 1.42
7 C 0.65 -0.77 -0.67
8 C -0.74 -0.35 -0.08
9 N 2.27 -0.51 1.55
10 N 3.10 -0.71 0.65
11 F 0.77 -0.51 -2.01
12 F 0.93 -2.05 -0.45
13 H 2.57 3.29 -1.25
14 H -0.16 1.72 0.21
15 H -1.90 1.59 0.27
16 H -1.24 1.35 -1.29
17 H -1.33 -2.25 -0.68
18 H -2.16 -0.78 -1.69
19 H -2.65 -1.14 -0.04
20 H -0.78 -1.62 1.56
21 H -0.30 -0.17 2.19
22 H -1.93 -0.40 1.75